Entry 1:
Density functional theory data (wB97M-V/def2-TZVPD) for a molecular structure, C30H49BeCl4F3N4O19 at a distorted geometry.

Cartesian coordinates (Å):
C: -0.1843 -6.2358 2.2277
C: -1.3738 -5.6303 1.4645
C: -1.5582 -4.1807 1.9647
C: -2.2829 -3.3059 0.9444
C: -1.4557 -3.0241 -0.3230
C: -0.9767 -1.5725 -0.4622
C: 0.4920 -1.3921 0.0185
C: 0.7078 -0.1440 0.9092
O: 0.9267 -0.5543 2.2534
C: -0.2541 -0.7136 3.0123
C: 1.9159 0.6598 0.4059
C: 1.5922 1.0902 -1.0245
O: 2.3653 2.1504 -1.5466
C: 3.6739 1.8953 -1.8025
F: 4.4750 2.0923 -0.7418
F: 4.0481 2.7929 -2.7241
F: 3.8919 0.6771 -2.2738
N: 3.0482 -0.3268 0.4008
C: 3.8417 -0.2418 1.3569
O: 4.6300 -0.1579 2.2526
O: 2.3194 1.7165 1.2320
C: 1.3089 2.6774 1.5284
C: 0.6958 2.5185 2.9315
C: 0.5080 3.8201 3.6526
C: -0.7808 4.3125 3.7595
C: -1.0813 5.4846 4.4284
C: -0.0564 6.1876 5.0228
C: 1.2279 5.7182 4.9027
C: 1.5359 4.5525 4.2377
C: 2.9675 4.0936 4.1663
H: 0.7122 -5.6962 1.9400
H: -0.3770 -6.1245 3.2908
H: -0.0846 -7.3196 1.9947
H: -1.1487 -5.6098 0.3998
H: -2.2569 -6.2177 1.7267
H: -2.1404 -4.2006 2.8829
H: -0.5552 -3.8027 2.1369
H: -2.5712 -2.3801 1.4324
H: -3.2213 -3.7737 0.6468
H: -2.0818 -3.2295 -1.1952
H: -0.6168 -3.7143 -0.3911
H: -1.0388 -1.2488 -1.4972
H: -1.6295 -0.9127 0.1034
H: 1.1615 -1.4161 -0.8321
H: 0.7250 -2.2687 0.6153
H: -0.1815 0.4805 0.8268
H: -1.1603 -0.6519 2.4176
H: -0.3338 0.0580 3.7777
H: -0.2226 -1.6610 3.5448
H: 1.5800 0.2244 -1.6723
H: 0.5725 1.4605 -1.0267
H: 1.7895 3.6521 1.4968
H: 0.5147 2.7171 0.7873
H: -0.2935 2.0866 2.8182
H: 1.3076 1.8060 3.4841
H: -1.5968 3.7535 3.3208
H: -2.1090 5.7961 4.4936
H: -0.2751 7.0945 5.5680
H: 2.0197 6.2827 5.3771
H: 3.4184 4.4477 3.2450
H: 3.4809 4.4906 5.0397
H: 2.9992 2.9996 4.2088
C: 1.5042 3.8195 -4.3694
O: 1.6765 3.1396 -5.3774
O: 0.4866 3.7800 -3.6277
O: 2.3029 4.6638 -3.8995
O: 4.7932 1.4828 4.9870
H: 4.0827 1.9541 5.4736
H: 4.4540 1.0810 4.1276
H: 5.2397 0.8154 5.5392
N: 1.3877 0.0059 -5.7653
H: 2.3530 -0.2263 -5.4758
H: 1.2197 -0.3154 -6.7133
H: 0.7303 -0.4486 -5.1069
H: 1.2479 1.0117 -5.7047
O: 6.1333 0.7106 -4.6660
Cl: 5.3870 -0.4718 -4.9753
O: 4.0097 -0.0940 -5.2912
O: 5.3198 -1.3372 -3.8243
O: 5.9714 -1.1702 -6.0852
O: -3.7464 -5.6613 -0.9625
H: -4.5308 -5.2965 -1.4565
H: -3.0397 -5.9419 -1.5765
H: -3.9994 -6.3805 -0.3540
C: 4.5284 6.0643 0.2032
Cl: 6.2522 5.8616 0.5386
Cl: 3.6630 6.5544 1.6641
Cl: 4.2779 7.2299 -1.0907
H: 4.1361 5.1094 -0.1224
Be: 0.0904 -8.8149 3.0297
N: 0.8447 9.5302 5.0297
O: 1.1456 9.7731 3.8475
O: 1.7020 9.0469 5.8092
O: -0.3160 9.7453 5.4428
C: -8.7241 -5.1204 -6.0058
C: -7.4063 -5.3302 -6.3954
C: -6.3772 -5.1188 -5.4974
C: -6.6895 -4.7016 -4.2121
C: -7.9978 -4.4804 -3.8084
C: -9.0182 -4.6926 -4.7163
N: -5.6136 -4.4989 -3.2581
O: -4.4651 -4.6811 -3.6155
O: -5.8999 -4.1645 -2.1078
H: -9.5262 -5.2912 -6.7109
H: -7.1832 -5.6603 -7.3997
H: -5.3529 -5.2797 -5.7994
H: -8.2249 -4.1493 -2.8059
H: -10.0441 -4.5274 -4.4201
O: -0.0184 -0.1382 -2.8156
H: 0.6795 0.5315 -2.8149

Summary:
2S+1: 1
Calculated total energy, eV: -135380.11601

Here are the Löwdin charges for atoms 1 to 6, given in e: number 1, C, carries -0.20; number 2, C, carries -0.27; number 3, C, carries -0.21; number 4, C, carries -0.20; number 5, C, carries -0.20; number 6, C, carries -0.17

***

Entry 2:
Density functional theory data (wB97M-V/def2-TZVPD) for a gas-phase ion, C4H2N (charge +1) at a distorted geometry.

Cartesian coordinates (Å):
C: 1.7469 -0.3963 0.5980
C: 0.5497 -1.7421 -0.4110
C: 0.6847 0.2716 0.4186
C: -0.2310 -0.7430 -0.3455
N: -0.6452 0.6054 -0.0506
H: -1.4006 0.7472 0.6450
H: -0.7045 1.2573 -0.8546

Summary:
2S+1: 3
Calculated total energy, eV: -5647.80862
Total charge: +1

Here are the Löwdin charges for atoms 1 to 6, given in e: number 1, C, carries 0.29; number 2, C, carries 0.32; number 3, C, carries -0.14; number 4, C, carries -0.15; number 5, N, carries 0.23; number 6, H, carries 0.23

***

Entry 3:
Density functional theory data (wB97M-V/def2-TZVPD) for a molecular structure, C40H108O38S14 at a distorted geometry.

Cartesian coordinates (Å):
O: 3.1698 -5.0689 3.0945
S: 4.0476 -4.8759 4.2073
O: 5.3303 -5.5183 4.2812
O: 4.2581 -3.2796 4.4084
C: 3.1935 -2.3756 4.0681
C: 3.4747 -1.4672 2.8772
C: 3.1645 -5.2350 5.7504
H: 3.2749 -1.7088 4.9342
H: 2.2086 -2.8395 4.1046
H: 4.2629 -0.7321 3.0227
H: 2.5487 -0.9599 2.6107
H: 3.8087 -2.1293 2.0730
H: 2.2911 -4.5925 5.8324
H: 3.8970 -5.2086 6.5488
H: 2.7881 -6.2456 5.5843
O: 0.7117 1.5055 8.5327
S: 0.4336 0.3628 7.6994
O: -0.6955 -0.4643 8.0371
O: 0.2090 0.8823 6.1717
C: -0.6457 0.2052 5.2653
C: 0.1373 -0.0863 3.9910
C: 1.9752 -0.6194 7.4699
H: -1.4123 0.9400 4.9794
H: -1.3223 -0.5587 5.6458
H: -0.5139 -0.2960 3.1405
H: 0.7636 -0.9660 4.1419
H: 0.6965 0.8119 3.7309
H: 2.3781 -0.7540 8.4703
H: 2.6719 -0.0512 6.8586
H: 1.6456 -1.5289 6.9737
O: 1.5490 4.8811 1.4315
S: 2.2418 6.0925 1.7326
O: 2.5648 6.4698 3.0754
O: 3.6122 6.1342 0.8956
C: 3.7119 5.3090 -0.3043
C: 4.8344 5.9011 -1.1186
C: 1.3976 7.5221 0.9840
H: 2.8328 5.2348 -0.9408
H: 3.8629 4.3242 0.1454
H: 4.5037 6.8250 -1.6004
H: 5.0617 5.2120 -1.9334
H: 5.7362 6.2094 -0.5904
H: 0.3511 7.5412 1.2722
H: 1.6602 7.6713 -0.0611
H: 1.8608 8.4010 1.4396
O: 3.4229 1.2061 4.9264
S: 3.4601 2.6426 4.9495
O: 2.3608 3.4176 5.4635
O: 4.8408 3.1568 5.7125
C: 5.0055 4.5802 5.8305
C: 5.5599 4.8759 7.2151
C: 3.8379 3.2118 3.2583
H: 4.0695 5.1090 5.6402
H: 5.7075 4.7957 5.0170
H: 6.5854 4.5088 7.2728
H: 4.9747 4.2439 7.8825
H: 5.5353 5.9455 7.4043
H: 4.8322 2.7783 3.1713
H: 3.8846 4.2956 3.2701
H: 3.1364 2.7442 2.5762
O: 0.8937 -5.3209 -0.9072
S: 0.8665 -3.8789 -1.0543
O: 1.8902 -3.2224 -1.8224
O: -0.5872 -3.3219 -1.5974
C: -1.7215 -4.1315 -1.2633
C: -2.9729 -3.3005 -1.4640
C: 0.7854 -3.1526 0.5975
H: -1.6906 -4.4564 -0.2198
H: -1.6650 -4.9961 -1.9287
H: -2.8305 -2.3618 -0.9225
H: -3.9107 -3.7817 -1.1953
H: -3.1170 -2.9979 -2.5059
H: 0.4054 -2.1353 0.5319
H: 1.7551 -3.1499 1.0923
H: 0.0964 -3.7575 1.1842
O: -6.1867 -2.0249 -1.0082
S: -6.9498 -2.0634 0.2202
O: -6.9000 -3.2658 0.9944
O: -6.5842 -0.7781 1.1064
C: -6.1351 0.3956 0.3803
C: -4.6249 0.3423 0.3854
C: -8.6980 -1.6424 -0.1045
H: -6.4565 1.2711 0.9476
H: -6.6437 0.5206 -0.5771
H: -4.3508 0.2366 1.4342
H: -4.1840 1.2989 0.1058
H: -4.1898 -0.4700 -0.1874
H: -9.2573 -2.5406 -0.3463
H: -8.6492 -0.9728 -0.9627
H: -9.0770 -1.1268 0.7719
O: 5.4804 1.9615 0.9885
S: 5.6911 0.6730 0.3887
O: 4.5981 -0.2523 0.2083
O: 6.5420 0.9363 -0.9810
C: 7.5434 1.9585 -0.8725
C: 8.5124 1.9379 -2.0515
C: 6.9570 -0.2029 1.3775
H: 8.0815 1.7226 0.0501
H: 7.1874 2.9781 -0.7326
H: 8.9498 2.9288 -2.1697
H: 7.9796 1.6326 -2.9530
H: 9.3868 1.2898 -1.9773
H: 7.8044 0.3953 1.6936
H: 7.3658 -0.8692 0.6112
H: 6.4786 -0.8404 2.1139
O: 1.1300 -1.1669 -3.2954
S: 2.4889 -1.4564 -3.7008
O: 2.8967 -1.9629 -4.9858
O: 3.2971 -0.0247 -3.4905
C: 4.7042 0.0171 -3.7179
C: 5.0341 1.4492 -4.1883
C: 3.2799 -2.4276 -2.3767
H: 4.9562 -0.8485 -4.3309
H: 5.2693 -0.0167 -2.7798
H: 4.3007 1.6497 -4.9684
H: 6.0256 1.5420 -4.6330
H: 4.9767 2.1779 -3.3823
H: 2.8308 -3.4144 -2.4602
H: 3.1247 -2.0197 -1.3809
H: 4.3414 -2.3281 -2.5905
O: -9.0969 -0.4895 -3.4886
S: -8.6817 0.4054 -4.5349
O: -9.1850 1.7601 -4.5565
O: -7.0557 0.4693 -4.5566
C: -6.3323 -0.7630 -4.3965
C: -4.9105 -0.3531 -4.0015
C: -8.9936 -0.3496 -6.1722
H: -6.3024 -1.1872 -5.4041
H: -6.7264 -1.5047 -3.7028
H: -4.4139 0.0155 -4.8974
H: -4.3582 -1.2069 -3.6077
H: -4.9506 0.3864 -3.2022
H: -8.4116 0.1957 -6.9075
H: -10.0678 -0.3114 -6.3360
H: -8.7164 -1.4002 -6.1065
O: -1.6527 -4.4526 2.7552
S: -1.3427 -3.7400 3.9711
O: 0.0187 -3.3406 4.2646
O: -2.3633 -2.4988 4.2022
C: -3.5793 -2.4417 3.4710
C: -4.1435 -1.0207 3.4718
C: -1.8422 -4.7135 5.4128
H: -4.3340 -3.1601 3.8056
H: -3.3822 -2.7223 2.4323
H: -3.3810 -0.4198 2.9727
H: -4.2422 -0.6848 4.5034
H: -5.0662 -0.9931 2.9004
H: -2.8034 -5.1885 5.2156
H: -1.9557 -4.0370 6.2567
H: -1.1400 -5.5099 5.6467
O: -4.1091 -2.7214 -6.4489
S: -3.6956 -3.9516 -7.0674
O: -2.9869 -3.9605 -8.3090
O: -2.8551 -4.8688 -5.9891
C: -3.0843 -4.6426 -4.5900
C: -2.2298 -3.4230 -4.1310
C: -5.1805 -4.9831 -7.2472
H: -2.5256 -5.4468 -4.1139
H: -4.1462 -4.5647 -4.3614
H: -2.1697 -3.4424 -3.0432
H: -2.4842 -2.4685 -4.5823
H: -1.2557 -3.7107 -4.5327
H: -5.8117 -4.8240 -6.3792
H: -4.8586 -6.0169 -7.3458
H: -5.6183 -4.6755 -8.1942
O: -1.8747 -1.1206 1.1704
S: -1.2380 -0.1792 0.2821
O: -1.5852 1.2168 0.3242
O: 0.3706 -0.4099 0.3382
C: 1.2037 0.4068 -0.4949
C: 1.9569 1.4489 0.3326
C: -1.5521 -0.8051 -1.3924
H: 0.5978 0.7867 -1.3139
H: 2.0384 -0.2048 -0.8368
H: 1.3153 2.3077 0.5607
H: 2.8253 1.8995 -0.1422
H: 2.1869 0.9522 1.2748
H: -1.4183 0.0680 -2.0306
H: -2.5788 -1.1575 -1.4695
H: -0.8896 -1.6140 -1.6927
C: 0.1293 3.5416 -2.4869
S: 1.8623 3.2526 -3.0321
O: 2.4795 4.6223 -3.0397
C: 1.5572 2.6945 -4.7193
H: -0.3862 4.2227 -3.1638
H: 0.1181 3.9599 -1.4817
H: -0.3821 2.5770 -2.4639
H: 2.4959 2.6860 -5.2689
H: 0.8673 3.3302 -5.2747
H: 1.2089 1.6613 -4.6810
C: -3.7407 2.9626 -2.3779
S: -4.7687 3.8640 -3.5792
O: -4.7355 5.2929 -3.0911
C: -3.5506 3.8369 -4.9304
H: -3.2892 2.0858 -2.8440
H: -4.2676 2.6726 -1.4741
H: -2.9707 3.6842 -2.1012
H: -3.5549 2.8814 -5.4629
H: -2.5437 3.8625 -4.5084
H: -3.7324 4.6493 -5.6261

Summary:
2S+1: 1
Calculated total energy, eV: -272712.45169

Here are the Löwdin charges for atoms 1 to 6, given in e: number 1, O, carries -0.28; number 2, S, carries 0.60; number 3, O, carries -0.28; number 4, O, carries -0.26; number 5, C, carries -0.26; number 6, C, carries -0.06

***

Entry 4:
Density functional theory data (wB97M-V/def2-TZVPD) for a molecular structure, C10H14N2ORuS7Sb at a distorted geometry.

Cartesian coordinates (Å):
Ru: -0.6351 -0.7292 -2.8316
S: 1.7212 0.1093 -3.3136
C: 1.3881 1.4476 -2.2919
S: -0.2694 1.9029 -2.1879
C: 2.3768 2.0777 -1.5449
C: 2.0566 3.1071 -0.6033
N: 1.8277 3.9166 0.1880
C: 3.7566 1.7036 -1.6381
N: 4.8781 1.4360 -1.6906
S: -4.1120 -3.4369 -2.3186
Sb: -2.5376 -2.8406 -3.8407
S: -2.6415 -0.4595 -4.1752
S: -0.4223 -2.9503 -2.6182
S: -2.0817 -4.0056 -5.7479
C: -2.1276 2.2511 2.9245
C: -1.5897 0.9639 2.3030
C: -1.4425 1.1151 0.7978
S: -1.0687 -0.4789 0.0140
O: -1.8682 -1.4863 0.7876
C: 0.6937 -0.6251 0.4844
C: 0.9294 -1.8820 1.3052
C: 2.3944 -1.9765 1.7234
H: -2.2178 2.1567 4.0090
H: -3.1155 2.4879 2.5229
H: -1.4707 3.0969 2.7110
H: -2.2473 0.1216 2.5161
H: -0.6175 0.7257 2.7455
H: -0.6590 1.8156 0.5123
H: -2.3698 1.4496 0.3273
H: 0.9945 0.2825 1.0119
H: 1.2457 -0.6635 -0.4580
H: 0.6454 -2.7523 0.7112
H: 0.2739 -1.8827 2.1769
H: 3.0497 -2.0058 0.8506
H: 2.5731 -2.8787 2.3124
H: 2.6889 -1.1134 2.3258

Summary:
2S+1: 6
Calculated total energy, eV: -100593.45892
Total charge: -2

Here are the natural (NBO) charges for atoms 1 to 6, given in e: number 1, Ru, carries 0.81; number 2, S, carries -0.19; number 3, C, carries -0.22; number 4, S, carries -0.27; number 5, C, carries -0.51; number 6, C, carries 0.34